Record 1
# C21H68N12O13

C21H68N12O13 as an isolated structure at a distorted geometry (wB97M-V/def2-TZVPD, OMol25).

Cartesian coordinates (Å):
1 O -0.896 0.175 -3.911
2 O -0.241 -1.321 3.031
3 O 3.850 2.836 3.770
4 O -0.159 -2.228 -2.346
5 O -4.242 -0.294 0.878
6 O -3.829 -1.191 -2.206
7 O -0.351 3.314 1.731
8 O 2.640 2.821 -2.326
9 O -1.246 3.088 -0.779
10 O 2.880 -2.106 -2.263
11 O -1.239 -3.307 1.443
12 O 4.788 -4.997 -0.355
13 O 0.963 -1.531 0.288
14 N -4.938 -3.143 -1.335
15 N -3.692 -3.392 -3.125
16 N 2.985 -3.547 0.067
17 N 2.967 -5.466 1.079
18 N 0.597 -4.257 -1.324
19 N 1.619 2.302 -0.224
20 N -2.971 0.882 -0.829
21 N -0.733 -0.221 -0.858
22 N -1.425 -4.365 -2.294
23 N -3.132 1.776 1.190
24 N 0.568 1.798 -2.015
25 N -0.174 0.493 1.077
26 C -1.375 0.284 3.856
27 C 1.675 2.283 -1.532
28 C -1.659 4.049 -1.381
29 C -3.470 0.767 0.418
30 C 3.541 -4.668 0.210
31 C 4.584 1.723 2.059
32 C -3.127 4.011 -1.518
33 C 0.265 4.384 2.358
34 C -1.148 5.298 -0.708
35 C -0.716 -1.106 4.130
36 C 0.041 -0.412 0.172
37 C 2.912 -0.872 -2.130
38 C 3.302 -0.370 -3.583
39 C -2.063 0.830 -4.013
40 C 2.452 1.190 2.990
41 C -0.332 -3.570 -2.028
42 C 3.797 1.704 3.241
43 C 0.464 -1.175 5.030
44 C 3.762 -0.365 -1.031
45 C -4.198 -2.561 -2.197
46 C -2.347 -2.671 0.730
47 H 2.391 0.265 2.380
48 H 3.461 -6.267 1.416
49 H -0.374 2.896 -1.151
50 H -2.550 1.740 -1.137
51 H 4.302 -0.519 -3.671
52 H -0.696 -2.105 2.705
53 H -1.217 4.024 -2.427
54 H -3.395 4.997 -1.920
55 H -1.837 0.126 -0.768
56 H -1.346 6.207 -1.227
57 H 1.609 1.813 2.510
58 H -2.048 1.698 -3.294
59 H -0.945 1.140 0.981
60 H -2.120 -2.391 -0.269
61 H 0.740 5.100 1.647
62 H 0.175 0.098 2.029
63 H 3.480 3.383 3.081
64 H -2.034 1.549 -4.899
65 H 0.489 1.783 -3.075
66 H -0.735 1.103 3.720
67 H 1.887 -0.456 -2.121
68 H 1.357 -0.709 4.710
69 H -3.041 0.323 -3.805
70 H 3.252 -0.448 -0.104
71 H -2.448 -1.691 1.215
72 H -0.616 -0.933 -1.571
73 H -5.132 -4.108 -1.233
74 H 2.495 2.684 0.235
75 H -3.018 -2.909 -3.760
76 H 1.856 0.960 3.866
77 H 4.699 -0.931 -1.104
78 H -0.025 3.316 0.848
79 H 0.246 -0.698 6.006
80 H 5.011 0.699 1.951
81 H -4.248 -4.169 -3.496
82 H -5.438 -2.482 -0.596
83 H 2.065 -5.335 1.512
84 H 3.088 0.734 -3.715
85 H 2.156 -2.367 -2.860
86 H -2.332 -3.911 -2.577
87 H -1.541 -5.270 -1.827
88 H -3.686 3.867 -0.551
89 H 0.702 -2.215 5.437
90 H -2.582 2.576 0.924
91 H 0.207 -5.043 -0.835
92 H -1.423 5.333 0.292
93 H -3.462 0.280 -1.546
94 H 0.991 1.711 0.354
95 H -0.051 5.174 -0.671
96 H 1.403 -3.700 -0.952
97 H -0.362 4.900 3.108
98 H -0.399 -3.032 0.990
99 H 2.728 -0.829 -4.387
100 H -1.997 0.524 4.727
101 H 3.979 2.142 1.233
102 H -3.341 -3.147 0.755
103 H -1.104 -0.756 -4.059
104 H -2.127 0.091 3.051
105 H 2.379 -3.181 0.821
106 H -0.071 1.071 -1.559
107 H 3.969 0.639 -1.226
108 H 4.208 1.008 3.992
109 H -1.522 -1.773 4.315
110 H 5.423 2.372 2.228
111 H 3.212 -2.935 -0.806
112 H -3.414 3.347 -2.302
113 H 1.165 4.021 2.779
114 H -3.396 1.740 2.237

E ... -67368.77658 eV

=====

Record 2
# C21H6Br4Cl3I2NO4Os

C21H6Br4Cl3I2NO4Os as an isolated structure (wB97M-V/def2-TZVPD, OMol25).

Cartesian coordinates (Å):
1 Os 0.028 0.488 0.015
2 I 1.593 4.286 -6.428
3 I -1.091 0.069 -9.724
4 Br -2.309 -0.031 4.411
5 Br -0.271 0.923 6.891
6 Br 3.741 2.013 2.943
7 Br 2.780 1.964 6.149
8 Cl -0.480 -1.019 -2.969
9 Cl -2.327 -4.481 0.618
10 Cl -3.945 0.624 0.815
11 O -1.261 -0.992 -6.162
12 O 1.481 1.025 1.153
13 O -0.898 0.272 1.723
14 O -1.663 1.061 -1.007
15 N 0.947 1.025 -1.451
16 C 1.425 1.624 -2.441
17 C -1.173 -1.239 -1.404
18 C -0.927 -0.133 -6.843
19 C -0.137 0.626 2.772
20 C -0.540 0.708 -7.809
21 C -1.941 -0.200 -0.794
22 C 1.152 1.049 2.465
23 C -0.563 0.581 4.090
24 C 0.309 0.979 5.102
25 C 2.336 0.945 -3.398
26 C 1.601 1.418 4.789
27 C -3.039 -1.884 0.591
28 C 0.855 1.514 -5.237
29 C -0.387 1.848 -5.094
30 C 2.026 1.452 3.461
31 C -2.181 -2.862 0.040
32 C 2.078 0.925 -4.709
33 C -2.926 -0.595 0.185
34 C -1.287 -2.572 -0.943
35 C 0.686 2.384 -6.466
36 C 0.128 1.953 -7.627
37 H -3.762 -2.159 1.344
38 H 1.125 2.656 -2.629
39 H -0.699 -3.345 -1.415
40 H 2.772 0.460 -5.397
41 H 0.174 2.594 -8.499
42 H 3.222 0.466 -3.001

E ... -367952.51644 eV

=====

Record 3
# C21H72N12O15

A 15-piece molecular cluster, C21H72N12O15 overall at a distorted geometry (wB97M-V/def2-TZVPD, OMol25).

Cartesian coordinates (Å):
1 O 0.639 -1.857 -6.384
2 O -0.760 0.467 0.145
3 O -0.459 -0.913 3.711
4 O -4.342 2.480 -1.193
5 O 1.397 4.852 -3.029
6 O -1.003 0.364 -3.784
7 O 2.118 -3.541 0.113
8 O 3.184 -3.462 2.884
9 O -0.295 2.926 4.847
10 O 5.034 0.710 1.321
11 O -1.161 -4.361 0.925
12 O 3.044 -1.553 -2.388
13 O -0.037 -3.718 -2.036
14 O -3.332 1.177 0.913
15 O -5.230 -1.663 -2.534
16 N 3.837 -0.010 3.058
17 N 2.548 -2.243 -5.451
18 N 5.045 -1.204 -1.463
19 N 3.377 -0.006 -0.877
20 N -5.540 -0.593 -0.646
21 N 0.617 -1.176 0.776
22 N 0.467 -0.621 -1.389
23 N -3.089 1.052 -4.154
24 N -2.170 -0.343 -5.564
25 N 4.873 1.815 3.244
26 N 1.305 -0.889 -4.562
27 N -3.534 -0.898 -1.253
28 C 2.322 3.892 -2.457
29 C 3.802 -0.961 -1.669
30 C -3.883 4.176 -3.015
31 C -2.481 -4.036 1.149
32 C 0.211 -1.879 4.446
33 C 0.676 -1.210 5.671
34 C -2.069 3.217 -1.394
35 C -2.545 -2.616 1.737
36 C -0.730 -3.033 4.717
37 C 2.148 2.597 -3.264
38 C 0.867 2.645 4.078
39 C -0.007 -0.398 -0.163
40 C 1.799 3.783 4.371
41 C 1.891 3.721 -0.996
42 C -4.788 -1.165 -1.500
43 C 1.403 -1.692 -5.534
44 C 0.520 2.444 2.642
45 C -3.527 3.627 -1.581
46 C -2.039 0.295 -4.433
47 C -3.219 -5.035 1.997
48 C 4.643 0.830 2.442
49 H -2.895 -4.903 3.029
50 H 0.477 -0.809 1.707
51 H 2.122 3.944 5.399
52 H 2.477 2.951 -0.493
53 H 1.320 1.770 4.546
54 H 3.321 4.316 -2.553
55 H 3.279 -0.711 2.593
56 H 2.755 2.527 -4.167
57 H 2.485 1.753 -2.662
58 H -0.726 -3.730 3.879
59 H -0.496 -3.593 5.623
60 H -2.507 0.795 0.614
61 H 2.699 3.702 3.761
62 H 1.117 2.258 -3.367
63 H -2.927 -0.991 -2.056
64 H 4.047 0.330 -0.200
65 H 3.042 -3.309 0.020
66 H -0.976 -0.391 4.329
67 H 1.317 -0.329 5.634
68 H 3.647 0.193 4.029
69 H 5.512 -1.841 -2.092
70 H 0.002 -0.047 -2.078
71 H -2.428 -1.896 0.926
72 H -6.547 -0.677 -0.637
73 H 0.515 -0.272 -4.439
74 H -3.160 1.511 -3.257
75 H 0.990 -1.457 -1.608
76 H -4.276 -4.805 1.865
77 H -5.239 0.293 -0.267
78 H 1.103 -2.045 3.842
79 H -0.915 2.235 4.603
80 H -0.724 -3.545 0.672
81 H -1.393 4.042 -1.167
82 H -3.222 -0.457 -0.400
83 H -1.915 -2.362 2.589
84 H 2.836 -2.834 -6.218
85 H 1.106 -1.957 6.337
86 H -3.017 -0.283 -6.111
87 H 0.159 -3.884 -2.958
88 H 5.163 1.632 4.194
89 H 0.761 1.444 2.281
90 H 5.643 -0.738 -0.796
91 H -2.981 -4.047 0.181
92 H 1.154 -2.013 0.600
93 H -1.695 2.714 -2.286
94 H -3.886 0.672 -4.645
95 H 2.372 0.036 -0.784
96 H -3.043 -6.033 1.597
97 H -0.508 2.674 2.362
98 H 1.133 3.156 2.089
99 H -1.379 -0.830 -5.962
100 H -3.785 5.260 -3.067
101 H 3.070 -2.116 -4.596
102 H -0.225 -0.836 6.157
103 H -3.603 0.619 1.642
104 H 5.427 2.513 2.769
105 H -0.723 -4.348 -1.819
106 H 1.754 -3.434 -0.766
107 H -4.941 4.091 -3.262
108 H 1.772 5.691 -2.750
109 H -3.708 4.511 -0.970
110 H 1.918 4.655 -0.435
111 H 1.918 -0.945 -3.761
112 H -1.999 2.389 -0.689
113 H -3.976 2.123 -0.381
114 H 0.863 3.388 -0.860
115 H 1.403 4.781 4.178
116 H 3.913 -3.255 2.299
117 H -1.714 -2.727 5.071
118 H 2.452 -3.651 2.298
119 H -3.545 3.604 -3.880
120 H -3.494 -2.464 2.251

2S+1 ... 2
E ... -71533.32377 eV
<S²> ... 0.76
Total charge ... +1

=====

Record 4
# C21H72N35O16

A 17-piece molecular cluster, C21H72N35O16 overall at a distorted geometry (wB97M-V/def2-TZVPD, OMol25).

Cartesian coordinates (Å):
1 O 3.517 -2.401 3.801
2 O 5.429 0.769 -2.998
3 O -9.702 -0.242 -7.764
4 O -5.417 1.761 -5.688
5 O 4.313 -0.856 1.245
6 O 1.450 3.820 -1.906
7 O -4.862 -1.651 -3.779
8 O 3.202 2.727 4.279
9 O 3.165 -4.592 -1.849
10 O -8.815 4.541 -8.203
11 O 4.603 -0.415 5.927
12 O 2.529 -8.558 -1.655
13 O 0.559 0.354 0.214
14 O -10.871 5.260 -3.711
15 O 6.823 5.466 7.916
16 O 9.095 1.273 8.298
17 N -11.154 3.011 -3.814
18 N 4.297 4.675 4.688
19 N -1.819 -4.057 -0.448
20 N -6.391 -0.285 -5.671
21 N -0.050 -2.740 2.722
22 N -12.897 4.390 -3.189
23 N 4.130 -7.235 -0.760
24 N 3.875 -9.425 -0.044
25 N -7.241 1.402 -6.996
26 N 0.781 -3.059 0.798
27 N -10.169 5.943 -7.029
28 N 4.752 0.061 3.289
29 N -0.375 1.396 -1.582
30 N 4.313 -1.230 7.997
31 N 3.280 -4.290 2.583
32 N 3.519 -2.401 6.155
33 N 7.194 0.257 7.564
34 N 5.345 -3.701 3.448
35 N -8.661 4.594 -5.941
36 N 1.535 -5.018 -3.361
37 N 9.009 5.091 8.402
38 N 2.049 6.006 -1.886
39 N -4.569 -0.374 -1.909
40 N 3.769 0.101 -1.603
41 N 8.157 7.238 8.396
42 N 2.359 -2.885 -3.111
43 N 2.749 4.597 -0.207
44 N -4.614 -2.612 -1.711
45 N -11.577 -1.128 -8.682
46 N 4.648 2.825 6.025
47 N 3.966 2.310 -2.198
48 N 8.026 2.101 6.476
49 N 2.703 0.326 2.347
50 N -10.630 0.790 -9.553
51 N -1.391 -0.423 -0.568
52 C 0.644 -2.184 1.779
53 C 3.455 -8.416 -0.870
54 C 2.044 4.748 -1.366
55 C -10.580 -0.195 -8.614
56 C -0.345 0.459 -0.615
57 C 4.027 -3.402 3.311
58 C -11.593 4.282 -3.579
59 C 4.159 -1.309 6.647
60 C -6.297 1.006 -6.098
61 C -0.008 -5.386 0.257
62 C 3.956 -0.210 2.225
63 C -0.430 -4.022 2.361
64 C 4.454 1.044 -2.319
65 C 7.924 5.902 8.219
66 C -9.189 4.997 -7.130
67 C -1.197 -5.131 -0.647
68 C 2.402 -4.188 -2.722
69 C 3.998 3.369 4.954
70 C -4.708 -1.556 -2.580
71 C 8.172 1.211 7.504
72 C 0.103 -4.197 1.159
73 H 4.632 -9.333 0.604
74 H 2.993 -2.255 -2.664
75 H 2.976 0.303 -1.019
76 H -1.354 -1.101 0.168
77 H 7.381 7.859 8.270
78 H 3.162 2.547 -1.647
79 H -7.192 2.348 -7.330
80 H 9.049 7.618 8.644
81 H -4.454 -2.487 -0.730
82 H 7.279 2.069 5.808
83 H -7.103 -0.919 -5.982
84 H 8.866 4.103 8.287
85 H -0.099 -6.278 0.863
86 H 4.888 -7.079 -0.124
87 H -1.026 -4.699 2.926
88 H -1.518 -5.799 -1.436
89 H -1.110 1.461 -2.262
90 H -10.585 6.267 -7.880
91 H -8.959 4.953 -5.048
92 H 4.944 5.217 5.229
93 H 4.448 1.863 6.243
94 H 3.830 5.103 3.912
95 H 3.829 -6.486 -1.364
96 H 3.635 -5.124 2.154
97 H -11.340 0.850 -10.258
98 H -2.594 -3.900 -1.086
99 H 3.998 -1.913 8.659
100 H 5.693 -0.281 3.270
101 H -4.433 -0.342 -0.916
102 H 2.772 3.687 0.219
103 H 0.896 -4.716 -4.072
104 H 9.921 5.423 8.647
105 H -5.692 -0.594 -5.006
106 H 1.549 -5.990 -3.097
107 H 3.161 -3.140 6.729
108 H 2.422 0.857 3.154
109 H -13.509 3.606 -3.075
110 H 4.778 -0.404 8.325
111 H 2.314 -4.061 2.486
112 H -0.301 -2.291 3.586
113 H -10.485 6.315 -6.151
114 H 1.745 -2.533 -3.822
115 H 4.437 0.589 4.078
116 H -4.681 -3.541 -2.085
117 H -9.914 1.494 -9.524
118 H 1.250 -2.951 -0.090
119 H 5.775 -4.514 3.050
120 H 5.303 3.330 6.596
121 H -13.247 5.312 -3.011
122 H 3.239 5.346 0.240
123 H -10.202 2.899 -4.112
124 H -7.972 0.803 -7.342
125 H 1.060 -1.197 1.743
126 H 0.947 -5.450 -0.263
127 H 4.446 3.035 -2.695
128 H 5.910 -3.061 3.975
129 H -11.730 2.198 -3.715
130 H -7.940 3.898 -5.975
131 H 3.418 -2.468 5.157
132 H 7.257 -0.422 8.298
133 H -2.171 -0.450 -1.200
134 H -12.306 -1.111 -9.368
135 H 8.717 2.821 6.395
136 H 0.375 2.076 -1.612
137 H -4.586 0.486 -2.432
138 H -11.563 -1.864 -8.003
139 H 2.063 0.185 1.587
140 H 4.124 -0.828 -1.640
141 H 1.540 6.155 -2.738
142 H 6.421 0.219 6.918
143 H 3.393 -10.301 -0.109
144 H 2.529 6.778 -1.465

E ... -107871.37873 eV
Total charge ... +1